Record 1
Molecular formula: C12H17BN6ORe
Method: DFT, the ωB97M-V functional and the def2-TZVPD basis

CARTESIAN COORDINATES (ANGSTROEM)
C  -1.922  1.583  -1.485
N  -0.770  1.205  -0.854
N  0.310  1.638  -1.647
C  -0.192  2.451  -2.603
C  -1.577  2.398  -2.564
B  1.854  1.420  -1.339
N  1.824  1.589  0.213
N  0.893  1.092  1.140
C  1.307  1.513  2.387
C  2.440  2.316  2.231
C  2.690  2.396  0.864
Re  -1.118  0.520  1.139
N  2.609  0.106  -1.864
N  2.661  -1.010  -1.052
C  2.719  -2.071  -1.851
C  3.251  -1.661  -3.117
C  3.202  -0.249  -3.066
H  2.342  -3.031  -1.532
H  3.577  0.474  -3.783
H  3.644  -2.290  -3.882
H  2.442  2.387  -1.820
H  3.410  2.981  0.300
H  0.464  3.063  -3.208
H  3.000  2.787  3.020
H  -2.270  2.915  -3.198
H  0.780  1.213  3.284
H  -2.888  1.275  -1.104
H  0.411  -1.377  1.339
C  -0.300  -0.990  2.113
H  0.297  -0.709  3.000
H  -2.412  1.027  1.891
H  -0.977  -1.842  2.329
C  -2.771  -1.849  0.413
C  -1.550  -1.107  -0.033
O  -0.771  -1.468  -0.925
H  -2.429  -2.816  0.804
H  -3.409  -1.975  -0.469
H  -3.355  -1.326  1.182

Output
- DFT total energy (hartree) = -972.3155
- 2S+1 = 4
- net charge = +4
- Kohn-Sham gap (alpha / beta) (hartree) = 0.22979 / 0.13534
- HOMO (alpha / beta) (eV) = -22.86 / -22.78
- expectation value of S² = 3.7760



Record 2
Molecular formula: C23H22N2O3
Method: DFT, the ωB97M-V functional and the def2-TZVPD basis

CARTESIAN COORDINATES (ANGSTROEM)
C  -0.185  -1.176  5.331
O  0.122  -0.302  4.246
C  -0.547  -0.552  3.111
O  -1.404  -1.390  3.019
C  -0.112  0.376  2.000
C  -1.130  0.295  0.871
N  -0.926  1.371  -0.092
C  -1.854  1.284  -1.204
C  -1.668  2.408  -2.193
C  -1.985  2.204  -3.528
C  -1.857  3.234  -4.448
O  -2.186  2.967  -5.740
C  -1.398  4.479  -4.044
C  -1.075  4.676  -2.706
C  -0.595  5.961  -2.279
N  -0.209  6.988  -1.941
C  -1.208  3.650  -1.779
C  1.340  0.065  1.575
C  1.690  -1.404  1.517
C  2.192  -2.011  2.637
C  2.483  -3.388  2.665
C  2.278  -4.154  1.559
C  1.796  -3.570  0.366
C  1.608  -4.350  -0.800
C  1.167  -3.782  -1.958
C  0.900  -2.401  -2.005
C  1.064  -1.625  -0.895
C  1.504  -2.179  0.333
H  0.418  -0.847  6.172
H  -1.242  -1.119  5.588
H  0.060  -2.207  5.075
H  -0.136  1.395  2.401
H  -1.096  -0.701  0.409
H  -2.132  0.404  1.290
H  0.021  1.343  -0.456
H  -1.791  0.322  -1.738
H  -2.870  1.345  -0.800
H  -2.337  1.239  -3.874
H  -2.059  3.752  -6.283
H  -1.288  5.285  -4.759
H  -0.957  3.810  -0.740
H  1.574  0.557  0.630
H  2.007  0.533  2.301
H  2.365  -1.415  3.525
H  2.874  -3.838  3.570
H  2.500  -5.215  1.576
H  1.827  -5.410  -0.762
H  1.032  -4.391  -2.843
H  0.564  -1.949  -2.931
H  0.859  -0.566  -0.967

Output
- DFT total energy (hartree) = -1224.8987
- Kohn-Sham gap (hartree) = 0.32307
- energy relative to the best compared isomer or geometry (same formula, charge and spin) (kJ/mol) = 181.2
- HOMO (eV) = -8.37



Record 3
Molecular formula: C9H18F3NOSi
Method: DFT, the ωB97M-V functional and the def2-TZVPD basis

CARTESIAN COORDINATES (ANGSTROEM)
O  -0.390  1.268  2.014
F  1.062  3.936  0.786
F  2.526  2.343  0.914
F  1.507  2.969  2.744
C  0.220  1.740  1.077
N  0.024  1.329  -0.202
C  1.376  2.786  1.404
C  0.453  2.210  -1.250
C  0.067  -2.887  -0.360
C  1.653  -1.019  0.351
C  -0.270  -1.720  1.742
C  -0.721  -0.395  -2.309
C  -2.534  0.163  0.079
C  0.200  -1.522  0.323
Si  -0.823  -0.172  -0.455
H  1.580  2.197  -1.325
H  -0.026  1.966  -2.211
H  0.193  3.252  -0.952
H  0.567  -2.913  -1.327
H  0.439  -3.614  0.378
H  -0.988  -3.179  -0.573
H  1.823  -0.562  -0.601
H  2.325  -1.851  0.307
H  2.000  -0.324  1.097
H  -1.379  -1.986  1.763
H  -0.185  -0.766  2.173
H  0.457  -2.378  2.187
H  -1.052  -1.375  -2.509
H  -1.543  0.110  -2.819
H  0.266  -0.367  -2.771
H  -2.710  0.780  0.964
H  -3.010  0.715  -0.755
H  -3.107  -0.734  0.116

Output
- DFT total energy (hartree) = -1072.8489
- Kohn-Sham gap (hartree) = 0.37331
- energy relative to the best compared isomer or geometry (same formula, charge and spin) (kJ/mol) = 62.1
- HOMO (eV) = -9.49



Record 4
Molecular formula: C27H46AsN2O3ReSi3
Method: DFT, the ωB97M-V functional and the def2-TZVPD basis

CARTESIAN COORDINATES (ANGSTROEM)
Re  -0.317  -0.449  0.385
O  -1.730  -1.688  0.528
C  -2.778  -1.909  1.353
C  -3.828  -2.687  0.879
C  -4.901  -2.966  1.704
C  -4.934  -2.486  3.011
C  -3.885  -1.724  3.480
C  -2.788  -1.422  2.665
C  -1.730  -0.591  3.195
N  -0.686  -0.251  2.532
N  0.190  0.597  3.193
C  1.098  1.032  2.382
O  1.169  0.633  1.124
C  2.116  1.989  2.842
C  3.211  2.278  2.031
C  4.174  3.175  2.464
C  4.045  3.785  3.704
C  2.954  3.496  4.515
C  1.990  2.599  4.090
H  -3.779  -3.062  -0.135
H  -5.718  -3.568  1.329
H  -5.775  -2.711  3.651
H  -3.894  -1.348  4.496
H  -1.824  -0.208  4.207
H  3.309  1.790  1.071
H  5.027  3.396  1.837
H  4.797  4.486  4.041
H  2.856  3.973  5.481
H  1.138  2.364  4.711
C  -2.008  2.286  1.199
O  -1.439  1.440  0.192
Si  -0.614  1.976  -1.235
C  0.701  3.158  -0.636
C  -1.713  2.948  -2.378
C  -0.061  0.221  -1.623
Si  1.549  0.291  -2.627
C  3.051  0.336  -1.495
C  1.649  1.904  -3.594
C  1.784  -1.122  -3.853
Si  -1.490  -0.636  -2.623
C  -3.220  -0.312  -1.957
C  -1.460  0.000  -4.395
C  -1.328  -2.513  -2.653
H  -2.497  3.134  0.720
H  -1.235  2.643  1.881
H  -2.750  1.710  1.747
H  0.386  3.622  0.304
H  0.860  3.967  -1.351
H  1.653  2.667  -0.442
H  -2.063  3.855  -1.876
H  -2.571  2.422  -2.785
H  -1.093  3.281  -3.215
H  3.228  1.352  -1.135
H  3.942  0.030  -2.047
H  2.952  -0.306  -0.621
H  1.741  2.769  -2.933
H  0.823  2.084  -4.282
H  2.562  1.872  -4.195
H  2.701  -1.672  -3.636
H  1.891  -0.715  -4.861
H  0.966  -1.836  -3.882
H  -3.525  0.731  -1.993
H  -3.375  -0.673  -0.943
H  -3.904  -0.864  -2.608
H  -2.482  0.202  -4.722
H  -1.043  -0.746  -5.073
H  -0.890  0.918  -4.526
H  -1.097  -2.930  -1.674
H  -0.588  -2.874  -3.367
H  -2.291  -2.929  -2.962
C  1.905  -3.399  -0.840
As  1.259  -2.382  0.677
C  2.878  -2.024  1.676
C  0.408  -3.742  1.760
H  2.795  -3.958  -0.556
H  2.140  -2.729  -1.661
H  1.132  -4.094  -1.161
H  3.256  -2.975  2.049
H  2.660  -1.363  2.513
H  3.630  -1.563  1.041
H  1.104  -4.557  1.953
H  -0.468  -4.125  1.238
H  0.092  -3.297  2.703

Output
- DFT total energy (hartree) = -4574.1497
- 2S+1 = 2
- net charge = +1
- Kohn-Sham gap (alpha / beta) (hartree) = 0.26912 / 0.25523
- HOMO (alpha / beta) (eV) = -10.80 / -10.61
- expectation value of S² = 0.7560



Record 5
Molecular formula: C17H18LuN4O2S2
Method: DFT, the ωB97M-V functional and the def2-TZVPD basis

CARTESIAN COORDINATES (ANGSTROEM)
Lu  0.147  -0.280  -1.206
O  0.214  2.886  6.396
C  -0.549  2.604  5.337
O  -1.723  2.854  5.341
C  0.100  1.959  4.145
C  1.442  1.594  4.087
C  1.969  0.991  2.963
C  1.163  0.731  1.845
C  -0.189  1.116  1.908
C  -0.711  1.713  3.031
N  1.579  0.110  0.668
C  2.819  -0.298  0.495
C  3.265  -0.921  -0.713
C  4.611  -1.304  -0.860
C  5.029  -1.905  -2.025
C  4.097  -2.124  -3.042
C  2.794  -1.714  -2.841
N  2.363  -1.120  -1.722
H  1.150  2.665  6.306
H  2.110  1.769  4.918
H  3.014  0.733  2.974
H  -0.825  0.943  1.018
H  -1.749  2.009  3.079
H  3.577  -0.162  1.261
H  5.303  -1.124  -0.051
H  6.056  -2.203  -2.156
H  4.385  -2.600  -3.964
H  2.046  -1.863  -3.615
C  -2.907  -1.418  -3.793
N  -3.388  -0.991  -2.508
C  -4.225  0.197  -2.407
C  -4.345  0.405  -0.890
N  -3.238  -0.406  -0.382
C  -2.776  -1.219  -1.359
S  -1.533  -2.365  -1.099
H  -3.738  -1.449  -4.493
H  -2.468  -2.412  -3.713
H  -2.155  -0.707  -4.162
H  -5.185  0.039  -2.899
H  -3.692  1.033  -2.880
H  -5.300  0.042  -0.498
H  -4.199  1.445  -0.601
H  -3.244  -0.706  0.585
S  -1.093  1.450  -2.478

Output
- DFT total energy (hartree) = -3059.9053
- net charge = +1
- Kohn-Sham gap (hartree) = 0.16965
- energy relative to the best compared isomer or geometry (same formula, charge and spin) (kJ/mol) = 0.0
- HOMO (eV) = -9.85



Record 6
Molecular formula: C30H65Br2F4INO10P2
Method: DFT, the ωB97M-V functional and the def2-TZVPD basis

CARTESIAN COORDINATES (ANGSTROEM)
C  -5.140  1.435  -1.115
C  -5.460  0.167  -0.313
C  -5.137  0.259  1.182
C  -3.726  -0.204  1.512
O  -2.846  0.128  0.429
C  -1.500  0.260  0.661
P  -0.961  1.744  1.795
C  -2.504  2.718  1.859
O  -0.996  1.015  3.287
N  -0.990  -0.960  1.405
F  -1.551  -2.096  0.850
C  0.511  -1.083  1.556
C  0.840  -2.537  1.892
C  0.084  -3.102  3.102
C  0.601  -2.619  4.452
O  2.017  -2.557  4.407
C  2.593  -2.058  5.565
C  2.691  -0.574  5.598
O  3.005  -2.806  6.389
C  1.352  -0.396  0.423
C  2.325  -1.371  -0.223
C  2.121  0.827  1.009
C  3.630  0.695  1.204
C  4.301  1.947  1.773
F  5.618  1.638  1.962
Br  3.578  2.486  3.483
C  4.285  3.152  0.800
F  3.036  3.610  0.631
F  4.725  2.730  -0.389
Br  5.416  4.615  1.388
O  0.583  0.076  -0.697
C  -0.811  0.339  -0.735
C  -1.096  1.763  -1.285
C  0.021  2.812  -1.276
C  -0.573  4.153  -1.734
I  1.632  2.376  -2.614
P  -1.676  -0.885  -1.955
C  -0.583  -2.363  -1.950
C  -1.265  -0.278  -3.649
C  -2.522  0.286  -4.357
H  -5.159  2.311  -0.464
H  -4.133  1.372  -1.530
H  -5.846  1.595  -1.924
H  -6.518  -0.068  -0.419
H  -4.916  -0.674  -0.746
H  -5.815  -0.397  1.730
H  -5.296  1.269  1.560
H  -3.731  -1.294  1.624
H  -3.376  0.217  2.453
H  -3.164  2.341  2.642
H  -3.062  2.681  0.927
H  -2.238  3.739  2.119
H  -1.844  1.070  3.746
H  -1.362  -0.939  2.360
H  0.700  -0.523  2.473
H  0.676  -3.177  1.028
H  1.897  -2.582  2.136
H  -0.989  -2.897  3.077
H  0.163  -4.187  3.055
H  0.289  -3.332  5.219
H  0.160  -1.654  4.733
H  1.723  -0.116  5.399
H  3.072  -0.246  6.560
H  3.359  -0.259  4.798
H  2.865  -0.831  -0.999
H  3.046  -1.786  0.476
H  1.798  -2.186  -0.710
H  1.937  1.635  0.312
H  1.702  1.144  1.961
H  3.867  -0.094  1.919
H  4.154  0.505  0.269
H  -1.481  1.714  -2.303
H  -1.919  2.212  -0.725
H  0.442  2.953  -0.286
H  -1.491  4.385  -1.195
H  -0.769  4.113  -2.805
H  0.172  4.934  -1.594
H  -0.326  -2.728  -0.964
H  0.348  -2.149  -2.478
H  -1.098  -3.136  -2.516
H  -0.509  0.505  -3.638
H  -0.890  -1.125  -4.221
H  -3.430  -0.037  -3.844
H  -2.596  -0.083  -5.376
H  -2.536  1.375  -4.352
C  1.803  -1.989  -5.731
O  0.930  -2.886  -5.043
H  1.876  -1.085  -5.129
H  2.801  -2.415  -5.852
H  1.403  -1.728  -6.714
H  0.862  -3.677  -5.585
C  7.478  5.923  -2.193
O  7.953  4.818  -1.434
H  8.212  6.114  -2.972
H  6.516  5.704  -2.667
H  7.379  6.823  -1.580
H  7.314  4.637  -0.741
C  -2.553  -5.437  0.960
O  -3.363  -4.825  1.965
H  -2.896  -6.460  0.841
H  -2.655  -4.917  0.003
H  -1.500  -5.454  1.254
H  -3.066  -3.919  2.069
C  -1.088  7.302  -4.603
O  -2.072  6.607  -3.840
H  -1.321  7.134  -5.650
H  -1.111  8.376  -4.406
H  -0.082  6.922  -4.403
H  -1.881  6.756  -2.911
C  -0.674  -9.157  1.250
O  -0.159  -7.858  1.538
H  -0.212  -9.484  0.323
H  -0.424  -9.870  2.038
H  -1.759  -9.139  1.116
H  -0.556  -7.565  2.362

Output
- DFT total energy (hartree) = -8516.6982
- net charge = +1
- Kohn-Sham gap (hartree) = 0.29409
- energy relative to the best compared isomer or geometry (same formula, charge and spin) (kJ/mol) = 0.0
- HOMO (eV) = -10.78